1.
C4H36NO13 | ωB97M-V with the def2-TZVPD basis set

Results
Net charge ... +1
ΔE to the lowest compared entry with this formula, charge and spin ... 186.52 kcal/mol
Total energy ... -1206.48078 hartree
E_HOMO ... -13.266 eV

Element x y z (Å)
1 C 2.2533 -0.9792 -0.0697
2 O 3.1394 -1.0668 1.0601
3 C 0.8504 -0.8985 0.7177
4 C -0.3858 -0.5542 -0.1658
5 C -1.8279 -0.6535 0.5425
6 N 0.7973 -2.1602 1.4926
7 H 2.4320 -0.1773 -0.6474
8 H 2.2993 -1.9927 -0.3987
9 H 3.4074 -0.2092 1.3911
10 H 1.0730 -0.0252 1.5007
11 H -0.2675 0.4645 -0.3813
12 H -0.1312 -0.9797 -1.1523
13 H -1.6591 -0.4078 1.7062
14 H -2.4348 0.1877 0.3182
15 H -2.3571 -1.5524 0.2240
16 H 1.8243 -2.2483 1.9763
17 H 0.5068 -3.0074 1.1418
18 H -0.0054 -2.1315 2.2948
19 H 1.2116 4.4290 0.3563
20 H 0.6243 3.3092 -0.1861
21 O 0.9829 3.5781 0.7309
22 H -3.0760 -0.3903 -2.1227
23 H -3.0573 -1.7354 -2.6464
24 O -2.8421 -1.2329 -1.9031
25 H -1.7256 1.6313 -3.6588
26 H -1.3071 1.0900 -2.3098
27 O -2.0153 1.5008 -2.7438
28 H -0.1167 -1.0206 -4.5030
29 H 0.7377 -1.9593 -3.8784
30 O 0.0239 -1.9523 -4.4862
31 H -2.2073 -2.7366 2.3100
32 H -1.5707 -4.1651 1.9623
33 O -1.5430 -3.4135 2.3076
34 H -0.5346 0.2838 4.1778
35 H -0.5521 -0.9469 4.9099
36 O -0.5753 -0.5896 4.1202
37 H -0.5260 3.4404 -1.4279
38 H 0.0038 2.1967 -2.0691
39 O 0.2654 3.1414 -1.7832
40 H -0.9805 3.1069 1.8733
41 H -2.3331 2.4975 2.1013
42 O -1.6262 2.4378 1.4421
43 H 2.4958 2.5852 0.7007
44 H 4.0246 1.9429 0.6964
45 O 3.0072 1.7746 0.7792
46 H 0.6581 2.6461 2.8860
47 H -0.4289 2.1099 3.8359
48 O -0.1076 2.9821 3.4795
49 H -0.4395 -4.0101 -1.4512
50 H 1.1359 -4.4443 -1.3814
51 O 0.5642 -3.7071 -1.2978
52 H 0.8522 2.1788 -3.9297
53 H 1.0120 0.5614 -4.4535
54 O 0.4510 1.2716 -3.9881


2.
C11H19NO3 | ωB97M-V with the def2-TZVPD basis set

Results
ΔE to the lowest compared entry with this formula, charge and spin ... 145.67 kcal/mol
Total energy ... -710.74701 hartree
E_HOMO ... -9.110 eV

Element x y z (Å)
1 C -1.7059 0.9597 -0.9232
2 C -2.3675 1.6535 -0.0453
3 C 3.1257 -3.4334 1.6779
4 C -3.2262 3.3419 -3.7108
5 C -0.6410 -0.0368 -0.8935
6 C 3.3646 -1.9572 1.5704
7 C 0.0677 -0.0525 0.4726
8 C 2.0664 -1.0878 1.6690
9 C 1.2832 -1.0387 0.3696
10 C -3.3949 2.1578 0.5692
11 C -3.9886 2.3182 -2.8951
12 N -3.5625 1.2190 -2.3542
13 O -4.3688 0.4842 -1.7338
14 O -2.1611 0.9838 -2.2676
15 O -4.5765 1.4950 0.7840
16 H 4.0499 -4.1055 1.3554
17 H 3.0400 -3.8427 2.6849
18 H 2.2618 -3.8536 1.0133
19 H -2.6909 3.0763 -4.5414
20 H -2.5139 3.7596 -2.9638
21 H -3.8901 4.2372 -3.8084
22 H 0.2102 0.2856 -1.5030
23 H -0.9423 -1.1515 -1.2226
24 H 3.6002 -1.8031 0.5810
25 H 4.0375 -1.5355 2.3564
26 H -0.4816 -0.4124 1.4066
27 H 0.4817 0.9664 0.8324
28 H 1.3738 -1.5854 2.4431
29 H 2.4090 -0.1590 2.0566
30 H 0.8953 -2.1034 0.0982
31 H 1.9471 -0.6114 -0.4536
32 H -3.3885 3.1504 0.8638
33 H -5.0742 2.5375 -2.9454
34 H -4.5120 0.7991 0.0471


3.
C19H26N2O4S2 | ωB97M-V with the def2-TZVPD basis set

Results
ΔE to the lowest compared entry with this formula, charge and spin ... 37.21 kcal/mol
Total energy ... -1946.44955 hartree
E_HOMO ... -8.272 eV

Element x y z (Å)
1 C -1.3057 -5.7857 -1.8227
2 H -1.0176 -5.2254 -2.7183
3 O -0.3284 -5.6900 -0.8164
4 C -0.0241 -4.4568 -0.3198
5 C 0.9697 -4.4232 0.6577
6 C 1.3541 -3.2253 1.2243
7 C 0.7615 -2.0321 0.8325
8 C -0.2309 -2.0714 -0.1364
9 C -0.6251 -3.2654 -0.7133
10 H -1.3974 -3.2558 -1.4668
11 H -0.6957 -1.1438 -0.4355
12 C 1.1601 -0.7135 1.4339
13 H 1.3940 -0.0078 0.6342
14 H 2.0589 -0.8493 2.0380
15 C 0.0148 -0.1112 2.2742
16 N -0.1013 1.3267 2.1426
17 C -0.6946 1.8446 1.0718
18 N -1.1852 1.1195 0.1112
19 C -1.7795 1.8412 -0.8692
20 O -1.9287 3.0614 -0.7789
21 C -2.2046 1.0645 -2.0801
22 H -2.2566 0.0051 -1.8313
23 H -3.1876 1.4201 -2.3932
24 C -1.2000 1.2922 -3.2249
25 C -1.7065 0.6186 -4.4976
26 H -1.0124 0.7912 -5.3167
27 H -2.6794 1.0111 -4.7846
28 H -1.7979 -0.4553 -4.3471
29 C 0.1831 0.7637 -2.8541
30 H 0.8834 0.9441 -3.6667
31 H 0.5650 1.2550 -1.9624
32 H 0.1451 -0.3073 -2.6653
33 H -1.1316 2.3715 -3.3978
34 S -0.8415 3.5746 1.0897
35 C 0.2331 3.6779 2.6202
36 C 1.5307 4.3557 2.2269
37 H 2.0110 4.8999 3.0359
38 H 1.4141 4.9951 1.3574
39 S 2.6130 2.9492 1.8520
40 O 2.2287 2.3098 0.6280
41 O 3.9973 3.2781 2.0313
42 C 1.9666 1.9993 3.2661
43 H 2.3728 2.4578 4.1624
44 C 0.4716 2.2340 3.1181
45 H -0.0406 2.0656 4.0777
46 H 2.2532 0.9575 3.2070
47 H -0.3124 4.2675 3.3576
48 H 0.1318 -0.3465 3.3345
49 H -0.9300 -0.5335 1.9229
50 H 2.1300 -3.2212 1.9766
51 H 1.4273 -5.3535 0.9549
52 H -1.3736 -6.8444 -2.0684
53 H -2.2818 -5.4338 -1.4722


4.
C2H3N3O3S | ωB97M-V with the def2-TZVPD basis set

Results
ΔE to the lowest compared entry with this formula, charge and spin ... 0.00 kcal/mol
Total energy ... -866.13669 hartree
E_HOMO ... -9.841 eV

Element x y z (Å)
1 C 1.8138 0.2896 -0.3232
2 C -0.4760 0.6057 0.1359
3 N 0.7190 1.1421 -0.3684
4 N 1.3452 -0.7703 0.4624
5 N -0.0416 -0.4983 0.7067
6 O 2.8895 0.5129 -0.7790
7 O -2.6303 0.1888 -1.5648
8 O -2.5639 -0.9568 0.6197
9 S -2.7724 0.2762 -0.1017
10 H 0.8083 2.0538 -0.8051
11 H 1.6401 -1.6264 0.9314
12 H -0.7317 -1.2174 1.0860


5.
C5H10NO2 | ωB97M-V with the def2-TZVPD basis set

Results
Net charge ... -1
ΔE to the lowest compared entry with this formula, charge and spin ... 71.81 kcal/mol
Total energy ... -401.71238 hartree
E_HOMO ... -2.355 eV

Element x y z (Å)
1 C -1.8300 -0.2921 1.3145
2 N -0.5824 0.2618 0.8437
3 C 0.1094 -0.6037 -0.0328
4 C 1.1289 0.1628 -0.9701
5 C 0.4745 1.4707 -1.4572
6 O 0.3970 2.4028 -0.4031
7 C 0.9306 -1.6085 0.7627
8 O 1.3068 -2.6977 0.3625
9 H -1.8509 -1.3958 1.2460
10 H -2.6513 0.0594 0.7037
11 H -1.9187 -0.0245 2.3584
12 H -0.1243 1.7807 0.2654
13 H -0.5279 -1.1882 -0.7253
14 H 2.0461 0.3239 -0.3521
15 H 1.4071 -0.5539 -1.7583
16 H 1.0420 1.9166 -2.2809
17 H -0.5677 1.2117 -1.6483
18 H 1.2110 -1.2261 1.7713


6.
C32H39CoN4O5P2 | ωB97M-V with the def2-TZVPD basis set

Results
Multiplicity ... 4
Net charge ... +1
ΔE to the lowest compared entry with this formula, charge and spin ... 2.38 kcal/mol
<S²> ... 3.7614
Total energy ... -3903.43297 hartree
E_HOMO (alpha / beta) ... -10.027 / -10.050 eV

Element x y z (Å)
1 Co -1.0023 0.1075 -0.5526
2 C -3.3065 -0.7679 3.2716
3 C -2.6261 -1.8563 3.7871
4 C -1.6040 -2.4204 3.0435
5 C -1.3045 -1.8926 1.7938
6 N -1.9841 -0.8561 1.2854
7 C -2.9381 -0.2995 2.0233
8 C -0.1893 -2.4043 0.9597
9 C 0.5938 -3.5006 1.3052
10 C 1.6141 -3.8840 0.4535
11 C 1.8289 -3.1793 -0.7194
12 C 1.0152 -2.0889 -0.9903
13 N 0.0397 -1.7256 -0.1614
14 C 1.1293 -1.2533 -2.2114
15 C 2.1933 -1.3456 -3.0977
16 C 2.1862 -0.5581 -4.2379
17 C 1.1249 0.3023 -4.4558
18 C 0.1232 0.3604 -3.5017
19 N 0.1156 -0.4004 -2.4137
20 H -4.0899 -0.2715 3.8258
21 H -2.8724 -2.2500 4.7640
22 H -1.0380 -3.2458 3.4483
23 H -3.4157 0.5783 1.6089
24 H 0.4169 -4.0474 2.2186
25 H 2.2369 -4.7333 0.7002
26 H 2.6083 -3.4800 -1.4034
27 H 3.0185 -2.0153 -2.9045
28 H 3.0021 -0.6186 -4.9460
29 H 1.0750 0.9300 -5.3342
30 H -0.7038 1.0495 -3.6058
31 C -3.3511 -0.9422 -3.4362
32 P -3.1762 -0.8543 -1.6200
33 C -3.9415 -2.4125 -1.0658
34 C -4.4453 0.3957 -1.1670
35 C -3.9889 1.8284 -1.4708
36 P -2.2263 2.1897 -1.0289
37 C -2.2573 3.1967 0.4811
38 C -1.7774 3.4021 -2.3107
39 H -2.7238 -1.7454 -3.8248
40 H -3.0103 -0.0087 -3.8871
41 H -4.3836 -1.1221 -3.7404
42 H -4.9231 -2.5694 -1.5162
43 H -4.0480 -2.3999 0.0193
44 H -3.2954 -3.2494 -1.3338
45 H -4.6452 0.2685 -0.1011
46 H -5.3874 0.1848 -1.6807
47 H -4.6490 2.5517 -0.9860
48 H -4.0755 2.0199 -2.5441
49 H -2.9698 4.0202 0.4184
50 H -1.2484 3.5855 0.6227
51 H -2.4541 2.5784 1.3562
52 H -2.4654 4.2495 -2.3100
53 H -1.8069 2.9341 -3.2952
54 H -0.7616 3.7440 -2.1240
55 O -0.5914 1.1768 2.9485
56 C 0.1879 0.8309 2.0697
57 O 0.0353 1.0724 0.8095
58 C 1.4110 0.0135 2.4200
59 C 2.3873 -0.2353 1.4645
60 C 3.4957 -1.0387 1.7411
61 C 3.5634 -1.5807 3.0009
62 O 4.5108 -2.4203 3.5114
63 C 4.1991 -2.5618 4.8990
64 O 2.9015 -2.0151 5.1081
65 C 2.5909 -1.3316 3.9613
66 C 1.5075 -0.5333 3.7080
67 H 2.2692 0.2193 0.4887
68 H 4.2659 -1.2307 1.0057
69 H 4.9317 -2.0071 5.4914
70 H 4.1937 -3.6187 5.1595
71 H 0.7428 -0.3197 4.4427
72 C 2.6246 3.3211 0.4521
73 N 3.0706 3.2574 -0.9296
74 C 4.4218 3.6899 -1.2186
75 C 2.2798 2.7385 -1.8813
76 O 1.1523 2.3026 -1.7040
77 H 2.7170 4.3430 0.8229
78 H 3.2320 2.6676 1.0825
79 H 1.5907 2.9875 0.5049
80 H 4.6135 4.6519 -0.7426
81 H 4.5516 3.8099 -2.2930
82 H 5.1588 2.9721 -0.8502
83 H 2.7491 2.7602 -2.8807


no.,F_max (eV Å⁻¹)
1,11.8
2,5.1
3,1.3
4,2.6
5,1.5
6,0.7